{
  "formula": "C11H15N3",
  "method": "the ωB97M-V functional and the def2-TZVPD basis",
  "e_lumo_ha": 0.029,
  "multiplicity": 1,
  "orbital_gap_ha": 0.3290,
  "fmax_ev_per_a": 2.587,
  "e_homo_ev": -8.17,
  "elements": ["N", "N", "N", "C", "C", "C", "C", "C", "C", "C", "C", "C", "C", "C", "H", "H", "H", "H", "H", "H", "H", "H", "H", "H", "H", "H", "H", "H", "H"],
  "positions_angstrom": [[1.828, 0.385, 2.772], [0.068, -0.082, -0.364], [-2.761, 0.049, 0.085], [1.069, 0.216, 0.500], [3.058, 1.468, 1.021], [-2.047, -1.193, 0.379], [-0.750, -1.284, -0.436], [2.128, 1.027, 0.078], [-2.649, 0.541, -1.336], [0.429, -0.248, -1.749], [0.967, -0.067, 1.868], [2.842, 1.145, 2.396], [-2.168, -0.527, -2.321], [-0.814, -1.134, -1.916], [-2.086, 1.464, -1.318], [2.362, 1.117, -0.969], [-2.249, 0.761, 0.595], [0.535, 0.619, -2.436], [-2.863, -1.373, -2.329], [-0.183, -2.155, -0.196], [3.962, 2.027, 0.743], [0.194, -0.669, 2.334], [-2.635, -2.066, 0.015], [-1.902, -1.219, 1.486], [3.567, 1.500, 3.129], [-2.144, -0.103, -3.337], [-3.711, 0.741, -1.683], [1.324, -0.848, -1.801], [-0.495, -1.932, -2.584]],
  "nbo_charge": [-0.40, -0.42, -0.62, 0.14, -0.22, -0.23, -0.06, -0.24, -0.23, -0.21, -0.03, -0.01, -0.42, -0.22, 0.20, 0.22, 0.35, 0.19, 0.21, 0.19, 0.22, 0.19, 0.19, 0.21, 0.19, 0.22, 0.19, 0.18, 0.21]
}



{
  "formula": "C2H4FN2P",
  "method": "the ωB97M-V functional and the def2-TZVPD basis",
  "e_lumo_ha": [-0.038, -0.025],
  "multiplicity": 1,
  "orbital_gap_ha": [0.2422, 0.3130],
  "fmax_ev_per_a": 2.349,
  "e_homo_ev": [-7.62, -9.19],
  "elements": ["P", "F", "N", "N", "C", "C", "H", "H", "H", "H"],
  "positions_angstrom": [[0.921, -3.079, 0.433], [2.087, -3.653, -0.604], [-1.127, -0.981, -0.395], [1.620, -1.593, 0.589], [1.124, -0.432, 0.508], [-0.300, -0.029, 0.129], [-0.085, 0.949, -0.474], [-0.534, -0.078, 1.257], [-1.452, -0.852, -1.321], [1.575, 0.455, 1.058]],
  "nbo_charge": [1.20, -0.59, -0.64, -0.81, 0.20, -0.34, 0.21, 0.26, 0.34, 0.18]
}



{
  "formula": "C42H40CoN3OPS3",
  "method": "the ωB97M-V functional and the def2-TZVPD basis",
  "e_lumo_ha": [0.016, -0.018],
  "multiplicity": 4,
  "orbital_gap_ha": [0.2122, 0.2567],
  "s_squared": 3.804,
  "fmax_ev_per_a": 2.010,
  "e_homo_ev": [-5.35, -7.46],
  "elements": ["Co", "S", "S", "S", "P", "O", "N", "N", "N", "C", "C", "C", "C", "C", "C", "C", "C", "C", "C", "C", "C", "C", "C", "C", "C", "C", "C", "C", "C", "C", "C", "C", "C", "C", "C", "C", "C", "C", "C", "C", "C", "C", "C", "C", "C", "C", "C", "C", "C", "C", "C", "H", "H", "H", "H", "H", "H", "H", "H", "H", "H", "H", "H", "H", "H", "H", "H", "H", "H", "H", "H", "H", "H", "H", "H", "H", "H", "H", "H", "H", "H", "H", "H", "H", "H", "H", "H", "H", "H", "H", "H"],
  "positions_angstrom": [[-0.377, 0.059, -0.586], [0.864, 5.904, 2.545], [-0.203, 4.213, -1.091], [1.598, 2.747, 1.242], [-0.755, -2.252, -0.749], [1.460, -0.151, -0.406], [-2.095, 0.813, -0.229], [-0.244, 0.086, 1.281], [0.955, -0.130, 1.808], [4.204, -0.033, 0.140], [-4.706, -2.898, -0.029], [0.923, -5.366, 2.180], [5.535, 0.171, 0.444], [0.258, -3.629, -3.020], [3.264, -0.185, 1.163], [1.619, -5.113, 1.010], [0.543, -2.521, -5.132], [-0.078, -1.223, -3.158], [-3.606, 1.409, 1.583], [-0.736, -3.760, 1.540], [2.174, 3.411, 2.838], [1.207, 4.378, 3.495], [-2.459, -2.908, -0.893], [0.138, -0.099, -5.307], [-5.038, -3.938, -0.881], [-4.547, 1.816, 0.683], [-0.057, -3.525, 0.342], [-0.492, 5.332, 1.446], [5.949, 0.222, 1.765], [-1.299, 0.521, 1.975], [-0.157, 1.088, -4.699], [-0.277, 5.696, -0.018], [0.598, -3.660, -4.380], [-0.329, 0.024, -2.513], [-1.292, 0.617, 3.466], [-0.093, -2.440, -2.425], [5.024, 0.050, 2.787], [1.848, -0.223, 0.838], [-0.354, 1.152, -3.309], [2.326, 3.970, 0.097], [3.691, -0.155, 2.494], [-3.423, -2.383, -0.039], [-3.033, 1.228, -1.081], [-2.802, -3.940, -1.759], [-0.247, -4.672, 2.454], [1.151, -4.177, 0.103], [-4.087, -4.452, -1.749], [1.594, 3.936, -1.227], [-4.256, 1.721, -0.692], [0.203, -1.284, -4.550], [-2.362, 0.907, 1.139], [-3.791, 1.466, 2.644], [-6.036, -4.349, -0.867], [6.256, 0.300, -0.351], [-1.649, 1.594, 3.788], [2.956, -0.265, 3.276], [-1.650, -3.222, 1.745], [0.328, -0.148, -6.370], [-0.224, 1.996, -5.280], [-1.413, 5.771, 1.829], [1.296, -6.093, 2.886], [1.677, 2.950, -1.684], [-2.790, 1.141, -2.134], [-5.500, 2.200, 1.010], [-5.446, -2.490, 0.646], [-4.974, 2.030, -1.434], [-1.930, -0.150, 3.905], [-0.776, -4.842, 3.381], [2.296, 2.538, 3.479], [-0.536, 4.251, 1.556], [1.718, -3.955, -0.788], [1.630, 4.725, 4.438], [-0.277, 0.459, 3.823], [0.244, 3.907, 3.686], [-3.154, -1.571, 0.623], [3.147, 3.868, 2.672], [1.996, 4.691, -1.906], [2.536, -5.647, 0.805], [-0.524, 2.130, -2.870], [5.346, 0.088, 3.817], [-2.065, -4.345, -2.435], [2.259, 4.948, 0.571], [3.857, -0.046, -0.883], [0.883, -4.599, -4.832], [-4.343, -5.262, -2.416], [-1.108, 6.285, -0.401], [0.762, -2.549, -6.192], [0.641, 6.260, -0.173], [3.378, 3.714, -0.050], [6.985, 0.406, 2.005], [0.267, -4.546, -2.450]],
  "mulliken_charge": [-2.75, -0.21, 0.00, 0.34, 2.06, -0.42, 1.75, 2.82, -1.20, -0.27, -1.00, -0.55, -0.81, -0.19, 0.41, -0.92, -0.94, -0.76, -1.07, -0.66, -0.85, -0.64, 0.40, -0.99, -0.63, -0.74, 0.60, 0.40, -0.49, 0.93, -1.21, -0.99, -1.07, -1.17, -1.98, 0.29, -0.76, -0.29, 1.30, -1.06, -0.21, 0.15, -0.28, -0.66, -0.78, -0.24, -0.69, -0.82, -1.08, 1.77, -0.09, 0.53, 0.39, 0.43, 0.40, 0.55, 0.35, 0.40, 0.44, 0.52, 0.40, 0.23, 0.41, 0.49, 0.46, 0.52, 0.32, 0.43, 0.36, -0.64, 0.56, 0.48, 0.38, 0.12, 0.40, 0.47, 0.57, 0.42, 0.46, 0.41, 0.38, 0.41, 0.45, 0.45, 0.43, 0.42, 0.39, 0.47, 0.53, 0.42, 0.63]
}



{
  "formula": "C21H22N4O3",
  "method": "the ωB97M-V functional and the def2-TZVPD basis",
  "e_lumo_ha": 0.018,
  "multiplicity": 1,
  "orbital_gap_ha": 0.3096,
  "fmax_ev_per_a": 0.687,
  "e_homo_ev": -7.94,
  "elements": ["O", "O", "O", "N", "N", "N", "N", "C", "C", "C", "C", "C", "C", "C", "C", "C", "C", "C", "C", "C", "C", "C", "C", "C", "C", "C", "C", "C", "H", "H", "H", "H", "H", "H", "H", "H", "H", "H", "H", "H", "H", "H", "H", "H", "H", "H", "H", "H", "H", "H"],
  "positions_angstrom": [[-7.707, -0.274, 0.453], [-1.982, -1.943, -0.912], [-2.379, 2.480, 0.150], [-2.228, 0.264, -0.366], [-0.153, -0.641, -0.892], [3.937, -0.386, 0.705], [1.845, 0.607, -0.983], [3.208, 0.817, 1.042], [-8.236, -1.163, 1.407], [6.102, 0.324, 1.490], [3.126, -1.276, -0.093], [-5.437, -0.949, 1.039], [2.684, 1.520, -0.227], [0.500, 0.556, -0.737], [-0.257, 1.638, -0.393], [7.477, 0.357, 1.384], [2.612, -0.566, -1.359], [5.319, -0.331, 0.532], [-4.542, 0.851, -0.878], [7.359, -0.935, -0.616], [-1.670, 1.551, -0.179], [-4.081, -0.789, 0.814], [8.118, -0.271, 0.329], [-5.892, 0.702, -0.648], [-1.516, -0.841, -0.732], [-3.632, 0.103, -0.143], [5.979, -0.965, -0.523], [-6.356, -0.201, 0.311], [-7.905, -0.910, 2.419], [5.630, 0.791, 2.340], [3.529, 1.810, -0.860], [-7.966, -2.200, 1.184], [3.466, -0.209, -1.945], [2.034, -1.234, -1.998], [2.353, 0.545, 1.673], [9.194, -0.246, 0.249], [8.054, 0.869, 2.140], [5.426, -1.484, -1.291], [-9.318, -1.052, 1.345], [3.844, 1.505, 1.594], [2.130, 2.413, 0.046], [7.841, -1.433, -1.445], [0.346, -1.482, -1.142], [-3.372, -1.371, 1.382], [2.267, -1.574, 0.522], [-5.759, -1.655, 1.788], [3.691, -2.174, -0.341], [0.160, 2.622, -0.282], [-6.616, 1.276, -1.203], [-4.190, 1.553, -1.617]],
  "nbo_charge": [-0.49, -0.62, -0.60, -0.50, -0.62, -0.46, -0.42, -0.22, -0.25, -0.28, -0.23, -0.30, -0.23, 0.46, -0.49, -0.18, -0.24, 0.26, -0.18, -0.17, 0.65, -0.20, -0.25, -0.26, 0.80, 0.19, -0.31, 0.31, 0.18, 0.21, 0.21, 0.18, 0.22, 0.21, 0.20, 0.21, 0.21, 0.21, 0.20, 0.22, 0.22, 0.21, 0.42, 0.22, 0.20, 0.22, 0.22, 0.23, 0.22, 0.22]
}